Record 1
2 unconnected molecules or ions with the total composition C6H13N2S2 in a non-equilibrium geometry. Source: the OMol25 dataset; level of theory: ωB97M-V/def2-TZVPD.

Positions of all 23 atoms, in Å:
H  -2.157  -0.341  -2.009
H  -0.687  2.284  2.159
C  -2.258  -0.175  -0.945
H  -0.728  0.920  -0.202
H  3.753  -1.401  -1.652
H  -1.608  0.029  1.976
H  -4.197  -1.507  -1.354
C  3.498  -2.061  -0.816
S  -0.953  -2.435  -0.181
H  2.799  -2.814  -1.186
S  -3.773  -0.697  -0.281
N  1.398  -1.135  0.315
N  -1.545  0.461  -0.049
H  -1.639  2.768  0.677
C  0.411  -1.697  0.162
H  4.480  -2.327  -0.411
C  2.837  -1.216  0.341
H  -2.304  2.497  2.356
C  -2.071  0.751  1.311
H  3.074  -1.724  1.317
C  -1.590  2.115  1.626
H  -3.151  0.839  1.254
H  3.408  -0.266  0.350

Calculated values
HOMO: -12.70 eV
relative energy (zero: lowest compared OMol25 entry of this formula, charge and spin): 262.8 kJ/mol
DFT total energy: -31074.92936 eV
net charge: +1
orbital gap: 0.3123 hartree

---

Record 2
A molecular structure, C6H13N2Si in a non-equilibrium geometry. Source: the OMol25 dataset; level of theory: ωB97M-V/def2-TZVPD.

Positions of all 22 atoms, in Å:
C  1.380  0.712  1.906
H  -3.871  1.373  0.072
H  0.312  1.944  -1.864
C  -1.679  1.120  0.289
N  -0.922  -0.011  0.209
N  -2.992  -0.568  -0.120
H  0.973  0.476  -2.657
C  1.104  1.212  -1.881
C  -1.741  -1.016  -0.041
H  1.284  -0.032  2.698
Si  0.932  -0.038  0.233
H  2.082  1.664  -1.902
H  1.115  -2.494  0.735
H  0.751  1.559  2.175
C  -2.978  0.781  0.086
H  -3.815  -1.127  -0.300
H  2.410  1.057  1.916
H  2.507  -1.914  -0.148
H  1.017  -2.220  -1.004
C  1.424  -1.834  -0.073
H  -1.443  -2.039  -0.157
H  -1.237  2.077  0.474

Calculated values
HOMO: -12.94 eV
relative energy (zero: lowest compared OMol25 entry of this formula, charge and spin): 0.0 kJ/mol
DFT total energy: -17284.91972 eV
net charge: +1
orbital gap: 0.3735 hartree

---

Record 3
2 unconnected molecules or ions with the total composition C6H13N3 in a non-equilibrium geometry. Source: the OMol25 dataset; level of theory: ωB97M-V/def2-TZVPD.

Positions of all 22 atoms, in Å:
H  -1.614  1.335  -1.386
C  2.199  -0.988  1.025
N  1.187  1.021  1.868
H  3.185  -1.061  0.566
N  -0.941  -1.419  0.389
C  1.646  0.399  0.871
H  -0.757  -0.704  -2.606
N  1.535  0.826  -0.442
H  -0.910  -0.991  1.314
C  -1.494  0.817  -0.441
H  1.357  1.797  -0.634
H  1.532  -1.710  0.552
H  -1.989  2.504  0.729
H  -2.456  -1.064  -2.289
C  -1.436  -1.208  -1.923
H  -1.664  0.961  1.658
H  1.889  0.262  -1.195
C  -1.311  -0.643  -0.539
H  0.626  1.874  1.602
H  2.271  -1.218  2.080
H  -1.201  -2.268  -1.913
C  -1.655  1.478  0.713

Calculated values
SMILES: [H]/N=C(/C)C=C.[H]/N=C(/C)N
HOMO: -9.18 eV
relative energy (zero: lowest compared OMol25 entry of this formula, charge and spin): 118.5 kJ/mol
DFT total energy: -10902.18404 eV
orbital gap: 0.3608 hartree

---

Record 4
A molecular structure, C6H13N3 in a non-equilibrium geometry. Source: the OMol25 dataset; level of theory: ωB97M-V/def2-TZVPD.

Positions of all 22 atoms, in Å:
H  -1.149  -2.513  -0.242
H  -0.339  -2.618  1.336
C  -0.303  1.192  0.687
C  -0.789  0.606  -0.538
N  0.379  0.181  1.254
N  -2.154  0.697  -0.936
C  0.198  -0.897  0.162
H  -1.659  -1.471  1.105
H  2.344  0.621  -0.640
H  2.066  -0.174  -2.180
H  -2.796  0.923  -0.189
H  -0.492  2.444  2.314
C  2.313  -0.364  -1.119
H  -0.141  0.700  -1.404
H  1.260  0.322  1.749
N  -0.640  2.348  1.321
H  1.420  -2.356  -0.767
H  -2.334  1.278  -1.744
C  -0.802  -1.934  0.618
C  1.362  -1.318  -0.463
H  -1.081  3.076  0.782
H  3.337  -0.742  -1.104

Calculated values
HOMO: -5.65 eV
relative energy (zero: lowest compared OMol25 entry of this formula, charge and spin): 352.5 kJ/mol
DFT total energy: -10899.75909 eV
orbital gap: 0.2299 hartree

---

Record 5
A single C6H13N3 molecule in a non-equilibrium geometry. Source: the OMol25 dataset; level of theory: ωB97M-V/def2-TZVPD.

Positions of all 22 atoms, in Å:
C  1.461  0.195  0.742
H  -3.070  -1.174  -0.078
H  -0.896  2.035  -0.573
H  0.781  2.217  1.084
H  2.263  -2.189  0.341
N  -0.691  -0.899  0.315
H  -2.906  -0.605  -1.750
H  3.245  0.898  0.908
H  -3.321  0.531  -0.468
C  -2.731  -0.354  -0.705
N  0.689  -0.850  0.309
H  -1.256  1.297  -2.119
C  0.795  1.249  1.599
N  2.712  0.150  0.474
C  -0.739  1.139  -1.173
C  1.315  -2.056  -0.175
H  1.511  -1.987  -1.248
H  1.383  1.356  2.511
C  -1.280  -0.081  -0.478
H  -0.231  0.980  1.862
H  0.645  -2.893  0.020
H  0.321  1.041  -1.400

Calculated values
SMILES: [H]/N=C(\C)N(C)N=C(C)C
HOMO: -8.00 eV
relative energy (zero: lowest compared OMol25 entry of this formula, charge and spin): 150.5 kJ/mol
DFT total energy: -10901.85256 eV
orbital gap: 0.3255 hartree

---

Record 6
4 unconnected molecules or ions with the total composition C6H13N3 in a non-equilibrium geometry. Source: the OMol25 dataset; level of theory: ωB97M-V/def2-TZVPD.

Positions of all 22 atoms, in Å:
H  -0.606  2.619  -1.633
H  -1.411  -2.323  2.287
H  2.505  -0.001  1.220
H  -2.901  -1.519  0.192
H  1.260  1.197  1.913
H  0.754  2.090  -3.048
C  0.481  0.588  -1.530
H  0.013  1.914  -0.018
N  0.194  -0.270  1.054
C  -0.659  -0.658  0.027
H  0.721  -1.686  2.579
C  1.339  0.498  0.986
C  0.898  1.386  -0.292
H  -1.019  1.187  -3.131
C  -1.552  -1.819  0.616
H  -0.993  -3.250  -0.266
H  -0.257  -0.398  3.078
N  -0.573  -0.335  -1.131
C  -0.175  1.682  -2.348
H  1.717  1.844  -0.793
N  -0.051  -1.040  2.186
H  1.238  -0.227  -1.904

Calculated values
HOMO: -7.97 eV
relative energy (zero: lowest compared OMol25 entry of this formula, charge and spin): 1239.4 kJ/mol
DFT total energy: -10890.56622 eV
orbital gap: 0.3019 hartree